Density functional theory data (ωB97M-V with the def2-TZVPD basis set) for a 2-piece molecular cluster, C5H6N2 overall.

Structure (XYZ):
```
13
Properties=species:S:1:pos:R:3:forces:R:3:mulliken_charge:R:1
N -0.14188 0.38690 -0.02970 -0.5 1.5 1.3 -0.3233
N 1.47530 1.88356 -2.18704 0.8 0.1 0.3 -0.0581
C 0.37524 -0.21524 2.20069 -0.8 0.6 0.1 -0.7680
C -0.44723 -0.32407 -0.95002 0.6 0.2 0.0 0.5385
C -0.61287 -0.86861 -2.10352 1.2 -1.4 -0.9 -0.8299
C -0.47540 0.29515 1.33458 -1.2 -0.1 1.0 0.1259
C 1.76039 2.30132 -3.24341 -0.3 -0.3 0.6 -0.1959
H 0.24131 -1.48004 -2.54175 -1.7 0.7 0.5 0.2424
H -1.46160 0.70648 1.75113 1.3 -0.7 -1.4 0.2349
H -1.56140 -0.62670 -2.53156 -0.2 -0.2 -0.9 0.2534
H 1.52980 1.57351 -1.21110 -0.5 0.2 -0.9 0.2448
H 0.14156 -0.35062 3.21608 -0.5 0.1 1.1 0.2528
H 1.35914 -0.41732 1.95590 1.8 -0.8 -0.8 0.2825
```
Positions in Å, forces in eV/Å.

## Properties
Lowest unoccupied orbital energy = 0.729 eV
Frontier orbital gap = 9.714 eV
Relative energy (zero: lowest compared OMol25 entry of this formula, charge and spin) = 3.965 eV

Density functional theory data (ωB97M-V with the def2-TZVPD basis set) for an isolated ion of composition C6H11N4S and charge +1.

Structure (XYZ):
```
22
Properties=species:S:1:pos:R:3:forces:R:3:mulliken_charge:R:1
S -5.10646 -0.72175 -0.12488 1.5 1.4 0.1 -0.1861
N 1.10576 0.66464 1.48297 2.2 1.2 0.0 -0.6384
N -0.52901 1.50971 -0.21323 -2.9 -1.8 0.9 -0.2465
N -2.73001 0.77774 -0.11385 -3.0 -1.5 0.9 -0.2732
N 1.23702 -1.58349 0.02604 0.1 -0.5 2.9 -0.1297
C -3.83771 0.20842 -0.12600 1.1 -0.3 -0.4 0.5352
C -1.77099 1.42138 -0.70803 3.1 1.9 -0.5 -0.0676
C 1.70077 -1.80044 -1.32399 2.7 1.9 -1.0 -0.8373
C -0.07669 -0.93997 0.25282 0.9 -0.6 -0.7 -1.3656
C -0.11490 0.36762 0.85491 0.4 -1.8 -0.5 0.7641
C 1.53183 1.85766 1.50946 -1.7 1.2 0.7 -0.4228
H 1.23646 -2.55589 0.42257 -0.4 0.9 -0.1 0.3675
H 0.87238 2.71072 1.23126 0.3 -0.5 -0.5 0.2251
H 2.78722 -2.04573 -1.28030 -0.7 -0.1 -0.2 0.3789
H -0.80909 0.26584 1.64239 -1.7 1.2 0.6 0.3926
H 2.38178 2.27123 2.03386 0.7 -1.0 0.1 0.2934
H 1.93464 -1.11114 0.71296 -1.2 -0.3 -1.6 0.4766
H 1.16002 -2.58887 -1.75526 -0.8 -0.9 -0.7 0.3515
H 1.62398 -0.87479 -1.93250 -0.2 -0.6 0.5 0.2225
H -1.89587 1.99168 -1.63369 -0.5 -0.5 0.0 0.4087
H -0.92026 -1.50804 -0.10499 0.0 0.1 0.2 0.4245
H 0.21916 1.68346 -0.85253 0.3 0.6 -0.7 0.3267
```
Positions in Å, forces in eV/Å.

## Properties
Lowest unoccupied orbital energy = -4.679 eV
Frontier orbital gap = 5.521 eV
Relative energy (zero: lowest compared OMol25 entry of this formula, charge and spin) = 5.714 eV
Net charge = +1

Density functional theory data (ωB97M-V with the def2-TZVPD basis set) for a 3-piece molecular cluster, C27H47N2O2 overall.

Structure (XYZ):
```
78
Properties=species:S:1:pos:R:3:forces:R:3:lowdin_spin:R:1
O 2.11802 0.70094 0.93950 -0.3 -0.1 -0.1 0.0003
O -1.98157 -0.48804 -5.08596 0.6 -0.1 -0.1 0.5320
N -1.41779 0.29591 -4.22425 -1.9 -0.4 -0.3 0.3720
N 2.77266 1.45844 1.94230 0.0 -0.4 -0.6 0.0000
C 0.33249 -2.96148 0.71575 -0.2 0.0 0.0 0.0045
C 0.91714 3.13552 2.18326 -0.3 0.1 0.0 0.0000
C 0.61144 2.62428 3.58395 0.0 -0.1 -0.1 0.0000
C 2.36590 2.86153 1.74486 0.1 0.5 0.3 0.0000
C 2.78072 -4.58629 0.97114 -0.6 -1.0 1.2 0.7378
C -2.04094 -4.25312 1.38614 -0.2 0.3 0.3 0.0002
C -1.78305 1.97282 -6.01246 -0.2 -0.3 -0.3 -0.0009
C 1.51325 -5.17914 0.40883 0.3 0.6 0.2 0.1142
C 2.40222 0.85261 3.23894 0.2 0.2 0.6 0.0000
C -1.41275 -1.72570 -2.79411 -0.3 -0.4 -0.4 -0.0009
C -3.33420 -4.93080 1.75228 0.3 -0.3 -0.3 0.0000
C 0.28959 -4.35306 0.73497 0.0 -0.1 -0.2 0.0024
C -1.64053 -0.22181 -2.83432 1.0 0.0 1.2 0.0261
C 2.47197 3.22311 0.26858 -0.1 0.0 -0.4 0.0000
C -0.90320 -4.98784 1.07097 -0.2 0.4 0.0 0.0006
C -3.38756 1.59883 -2.51872 0.1 0.0 0.0 0.0008
C 2.60414 -0.65476 3.14619 -0.1 -0.4 -0.1 -0.0001
C -0.75073 2.69603 -3.92330 0.2 -0.1 0.2 0.0018
C -0.61479 0.32468 -1.82558 0.0 0.4 0.0 0.0022
C 3.33478 1.31466 4.38370 0.0 0.1 0.1 0.0000
C -0.79424 -2.22024 1.04543 0.0 -0.3 0.0 0.0004
C -3.04698 0.11963 -2.34438 -0.4 0.2 -0.2 0.0152
C -1.98221 -2.85942 1.37132 0.4 -0.2 -0.2 -0.0006
C -1.79165 1.71348 -4.50938 0.8 1.2 0.0 0.0271
C 0.95287 1.14000 3.65920 -0.3 0.0 0.1 0.0000
C -3.19348 2.01465 -3.97342 -0.3 -0.2 0.3 0.0162
C 3.33639 3.83399 2.46281 0.1 0.0 0.2 0.0000
H -1.95545 3.03609 -6.18629 0.0 0.1 0.1 -0.0004
H 2.28588 4.29725 0.14342 0.1 0.1 0.1 0.0000
H -0.44918 2.77402 3.81328 0.0 0.0 0.0 0.0000
H -1.46999 -2.06358 -1.76026 0.0 0.1 0.0 -0.0003
H 2.44404 -1.11406 4.12831 0.0 0.1 0.1 0.0000
H 4.18651 4.06786 1.81858 0.0 0.0 -0.1 0.0000
H -2.85656 -2.27150 1.60528 -0.2 0.0 0.1 0.0000
H 2.83798 4.77805 2.71037 0.0 0.0 -0.1 0.0000
H -3.16000 -5.88104 2.25189 0.1 -0.1 0.1 0.0000
H 3.62124 -0.88493 2.82099 0.0 0.0 -0.1 0.0000
H 3.76396 3.44625 3.38023 -0.1 -0.1 0.0 0.0000
H 1.59373 -5.32897 -0.66839 0.0 -0.1 -0.2 0.0185
H 4.37349 1.31723 4.04944 0.0 0.0 -0.1 0.0000
H 3.47099 3.00111 -0.11128 0.0 -0.1 0.0 0.0000
H -4.42383 1.77525 -2.22029 0.0 0.0 0.0 0.0007
H -2.55899 1.41725 -6.53726 0.0 0.0 0.1 -0.0006
H 0.70772 4.21095 2.11987 0.1 0.0 0.0 0.0000
H -0.26951 2.35706 -3.01302 -0.1 0.0 0.0 0.0004
H -0.81918 1.70862 -6.44877 0.0 0.0 0.0 0.0002
H -0.97424 -6.06719 1.08232 0.1 -0.2 0.0 0.0006
H 1.74876 2.67744 -0.33491 0.1 -0.1 0.1 0.0000
H 2.61702 -3.96848 1.84706 0.1 0.7 -0.3 0.0459
H -0.82310 1.33413 -1.47621 0.0 0.0 -0.1 0.0000
H 0.77999 0.76481 4.67620 0.1 0.0 0.0 0.0000
H -3.87894 -5.15640 0.83728 -0.3 0.0 0.0 0.0000
H -3.78320 -0.48025 -2.89129 0.1 0.0 -0.1 0.0025
H -3.39618 3.08149 -4.09040 0.1 0.0 -0.1 0.0015
H 1.39990 -6.16815 0.85657 -0.1 -0.2 -0.1 0.0243
H 0.40308 0.29600 -2.21411 0.0 0.0 0.0 0.0012
H 0.05693 2.86953 -4.63528 0.0 0.0 -0.1 0.0004
H -3.13209 -0.16352 -1.29300 0.1 -0.1 0.0 0.0014
H 3.54784 -5.30903 1.23541 0.4 0.0 -0.7 0.0469
H -1.21283 3.65968 -3.70324 0.0 0.0 -0.1 -0.0004
H -0.63411 -0.29826 -0.93572 0.0 0.0 0.0 -0.0004
H 0.23386 2.65130 1.47879 0.1 -0.2 0.0 0.0000
H 1.90832 -1.11082 2.44455 0.1 0.2 -0.1 -0.0001
H 3.08704 2.29984 4.77873 0.0 0.0 -0.1 0.0000
H -3.94178 -4.30889 2.39855 -0.2 0.1 0.0 0.0000
H -2.14961 -2.29382 -3.36229 0.0 0.1 -0.1 -0.0006
H -0.70799 -1.14551 1.04824 0.0 0.2 0.1 0.0000
H 1.16986 3.19777 4.33323 0.1 0.0 0.0 0.0000
H 3.25732 0.62905 5.23330 -0.1 -0.1 -0.1 0.0000
H -2.76974 2.21841 -1.86328 0.0 0.0 0.0 0.0003
H 0.27097 0.59062 3.00314 0.1 0.0 -0.1 0.0000
H -3.93475 1.49528 -4.59066 0.1 -0.1 0.0 0.0026
H 1.22850 -2.41922 0.45088 0.2 0.0 0.0 0.0042
H -0.42160 -1.97818 -3.17418 0.0 0.0 0.0 0.0002
```
Positions in Å, forces in eV/Å.

## Properties
Lowest unoccupied orbital energy (spin up / spin down) = 2.631 / 2.479 eV
⟨S²⟩ = 2.007
Frontier orbital gap (spin up / spin down) = 4.526 / 4.372 eV
2S+1 = 3
Net charge = -1

Density functional theory data (ωB97M-V with the def2-TZVPD basis set) for a 17-piece molecular cluster, C26H53Cl32NO3S overall.

Structure (XYZ):
```
116
Properties=species:S:1:pos:R:3:forces:R:3:mulliken_charge:R:1
Cl 2.50697 6.46485 -1.52399 0.0 0.0 0.0 -0.1316
Cl -7.50631 -8.35765 -7.28805 0.1 -0.1 0.1 -0.1179
Cl -1.90841 -3.29347 -0.04935 0.1 0.0 0.1 -0.0478
Cl 2.72869 11.09410 -2.71429 0.0 0.2 0.0 -0.1555
Cl 4.71108 -6.61529 6.28258 0.0 -0.2 0.1 -0.1675
Cl 4.86164 -3.92466 4.62107 0.0 0.2 -0.1 -0.0937
Cl 5.65764 11.26489 -2.64918 0.0 0.0 0.0 -0.1532
Cl -1.63961 1.29550 -7.90326 0.0 0.0 0.0 -0.1528
Cl -1.56744 -4.79355 -2.52955 0.0 -0.2 0.1 -0.1291
Cl 0.31833 0.38379 -4.46906 0.0 0.0 -0.1 -0.1166
Cl -8.14169 -5.09882 -8.71322 0.0 0.0 -0.1 -0.1438
Cl 3.82765 1.89645 -2.96840 0.0 0.1 -0.2 -0.1127
Cl -9.99039 -8.96448 -8.72079 0.0 0.0 0.0 -0.1494
Cl 5.53102 4.23791 -2.53898 -0.1 0.0 0.0 -0.1605
Cl 3.14189 -4.13819 8.28266 -0.1 0.1 0.0 -0.0973
Cl -5.07781 -5.27325 -7.23638 0.0 0.0 0.0 -0.0720
Cl 1.22101 1.86133 -7.56882 0.1 0.1 -0.1 -0.1180
Cl -3.12669 -4.00980 -5.43870 0.0 0.1 -0.1 -0.0885
Cl -2.78984 -3.02910 3.83247 0.0 0.0 0.0 -0.1258
Cl -3.17703 7.38645 -0.73829 0.0 0.0 0.0 -0.0949
Cl 4.07110 -4.59752 11.01744 0.0 0.0 0.0 -0.1012
Cl 1.50903 7.58002 -4.04462 0.0 0.0 0.0 -0.1646
Cl -8.55187 -3.47517 -6.30515 0.0 0.0 0.0 -0.1530
Cl -1.59929 -1.45943 -3.26679 -0.1 0.1 0.0 -0.0643
Cl 6.60674 -7.64328 8.27627 0.0 0.0 0.0 -0.1791
Cl -1.38244 9.34467 -1.96243 -0.1 0.2 0.0 -0.1105
Cl 3.54807 -8.08909 15.01089 0.0 0.0 0.0 -0.1650
Cl -5.68208 -0.37780 1.59607 0.0 0.0 0.0 -0.1735
Cl 3.71070 -2.34593 2.43118 0.0 0.0 -0.1 -0.0977
Cl -5.32745 -2.40515 5.16994 0.0 0.0 0.0 -0.1701
Cl -2.82091 0.12951 1.96065 0.1 -0.1 0.1 -0.1245
Cl 5.54165 -6.53668 13.51501 0.0 0.0 0.0 -0.1523
S 2.31296 0.34421 4.40901 -0.1 -0.5 -0.1 -0.2194
O 0.91727 3.58598 2.80611 0.1 0.3 0.2 -0.4577
O -2.00242 3.68345 -0.80715 0.0 0.1 0.2 -0.4485
O 0.56696 2.56160 4.75596 -0.2 -0.1 0.0 -0.5922
N 1.99906 1.58330 3.24480 0.6 0.5 0.9 0.2350
C 1.63014 7.79877 -2.29372 0.0 -0.1 0.1 0.2302
C 0.22831 2.74581 -1.27327 0.0 0.1 0.3 -0.1369
C 0.80228 0.24039 -0.85947 -0.2 -0.1 0.6 -0.3082
C -2.57126 3.22584 0.40640 -0.2 -0.1 -0.1 -0.4567
C 1.14238 2.58364 3.70581 -0.2 -0.2 -0.3 0.5858
C -2.17019 -4.83812 -0.86944 0.0 0.0 0.0 -0.3819
C -1.38596 -0.06559 -4.33808 0.0 0.0 0.0 -0.3640
C -0.14239 1.42506 -0.59542 0.0 0.1 -0.4 0.0137
C -3.66669 -1.88455 4.85600 0.0 0.0 0.0 -0.0770
C 3.15881 -3.52895 9.94055 0.0 0.0 0.0 -0.3512
C -0.60723 3.92014 -0.76397 0.3 0.0 -0.4 -0.6142
C -4.06438 -0.55274 0.90524 0.0 0.0 -0.1 -0.1390
C 3.83523 -6.97368 13.67045 0.0 0.0 0.0 -0.2649
C 2.95203 2.12395 0.99171 -0.3 -0.3 0.2 1.0868
C -3.55145 -5.45448 -6.36186 0.0 0.0 0.0 -0.4217
C 1.79523 -0.07623 0.27266 0.2 -0.2 -0.3 -0.8124
C 4.22858 3.53316 -3.51015 0.0 0.0 -0.1 -0.1585
C 3.20580 2.04063 2.50551 -0.2 0.0 -0.8 -1.7220
C -8.23384 -9.15505 -8.68715 0.0 0.0 -0.1 -0.2935
C -0.01626 1.12683 -8.59002 0.0 -0.1 0.0 -0.2932
C -3.06357 8.81829 -1.75885 0.0 0.0 0.0 -0.3668
C 3.07872 0.76881 0.28070 -0.4 0.1 0.0 0.1361
C -8.78466 -5.05352 -7.06614 0.0 0.0 0.0 -0.2116
C 5.93344 -6.20773 7.49444 0.1 0.0 0.0 0.1352
C 4.89979 -2.39329 3.73641 0.0 0.1 0.1 -0.2937
C 4.24378 10.71533 -3.55053 0.0 -0.1 -0.1 -0.1740
H 4.67003 -1.58892 4.42660 0.0 0.0 0.0 0.1522
H -3.50198 3.76706 0.59465 0.1 0.1 0.0 0.3160
H 2.16821 8.72151 -2.10877 0.0 -0.1 0.0 0.0074
H 0.62789 7.83433 -1.88070 0.1 -0.1 -0.1 0.0349
H -3.23510 -5.03565 -0.89707 0.0 0.0 0.0 0.2589
H 4.23021 11.21190 -4.51281 0.0 0.0 0.0 0.3068
H 0.20294 0.07047 -8.68734 0.0 0.0 0.0 0.2467
H 3.52175 -7.45236 12.75059 0.0 0.0 0.0 0.2975
H -1.93730 0.77720 -3.93687 0.0 0.0 0.1 0.2714
H 3.99360 1.31204 2.67607 0.0 0.1 0.2 0.5986
H 3.34097 0.94371 -0.76445 0.2 -0.1 0.3 -0.6034
H 2.13756 -3.46455 10.29588 0.0 -0.1 0.0 0.2882
H -3.64819 -6.28316 -5.67028 0.0 0.0 0.0 0.2622
H 4.30562 9.63963 -3.67102 0.0 0.0 0.0 0.1861
H 1.74014 4.01309 2.53673 0.0 -0.2 -0.2 0.3744
H -0.00368 1.61699 -9.55567 0.0 0.0 0.0 0.3182
H -9.84664 -5.26250 -7.11091 0.0 0.0 0.0 0.3409
H 1.27768 3.00033 -1.08859 0.0 0.0 -0.1 0.0965
H -2.76577 -5.64499 -7.08293 0.0 0.0 0.0 0.3144
H 3.61698 2.86631 0.54269 0.1 0.0 0.1 0.4115
H 3.54853 3.00910 2.88939 0.0 -0.1 0.2 0.3521
H 2.10677 -1.11776 0.14187 0.0 0.0 0.0 0.3278
H 2.07167 1.01423 5.54810 0.0 0.3 -0.1 0.1301
H -0.41976 4.77730 -1.41360 0.0 0.1 0.0 0.2554
H -4.03088 -0.02786 -0.04336 0.0 0.0 0.0 0.3323
H -2.81132 2.16426 0.34230 0.1 0.0 0.0 -0.1026
H 5.88644 -2.26499 3.30737 0.0 0.0 0.0 0.3348
H 3.87620 0.18032 0.74275 0.1 0.1 -0.1 0.4531
H -1.64837 -5.61301 -0.32109 0.1 0.0 0.0 0.3144
H -3.69573 -0.92899 4.34687 0.0 0.0 0.0 0.0552
H 5.46870 -5.59076 8.25304 0.0 0.0 0.0 -0.0624
H -3.45932 8.57764 -2.73794 0.0 0.0 0.0 0.2757
H -7.82309 -8.70527 -9.58312 0.0 0.0 0.0 0.2540
H -0.24813 1.58335 0.48320 0.0 -0.1 0.0 0.0037
H 3.34484 4.15613 -3.42391 0.0 0.0 0.1 0.0802
H 3.26727 -6.06868 13.84836 0.0 0.0 0.0 0.2793
H 1.32922 0.36165 -1.80686 0.0 0.0 0.0 0.0961
H -8.00230 -10.21183 -8.63718 0.0 0.0 0.0 0.3222
H -1.74750 -0.33028 -5.32458 0.0 0.0 0.0 0.2912
H -1.89820 3.37143 1.25465 0.0 0.0 0.0 0.2728
H 0.17547 -0.64895 -0.96188 0.0 0.0 -0.1 -0.0298
H 1.92698 2.46946 0.86497 0.1 0.2 -0.2 -0.7782
H -3.61848 9.62753 -1.30029 0.0 0.0 0.0 0.3155
H -8.26663 -5.79944 -6.47808 0.1 0.0 0.0 0.1507
H 6.73657 -5.67706 6.99668 0.0 0.0 0.0 0.2677
H 3.63342 -2.55523 9.94800 0.0 0.0 0.0 0.2816
H -0.28459 4.20099 0.24532 -0.1 -0.1 0.1 0.2748
H -1.13744 1.16519 -0.96837 0.0 0.0 0.1 0.4527
H 1.26724 -0.03579 1.22897 0.1 0.0 0.1 0.3625
H 0.11862 2.65828 -2.35770 0.0 -0.1 0.0 0.3890
H -3.85659 -1.60629 0.77132 0.0 0.0 0.1 0.1175
H -3.14662 -1.80773 5.80300 0.0 0.0 0.0 0.3215
H 4.56769 3.47815 -4.53746 0.0 0.0 0.0 0.3504
```
Positions in Å, forces in eV/Å.

## Properties
Lowest unoccupied orbital energy = 0.245 eV
Frontier orbital gap = 9.327 eV